Below is 3 unconnected molecules or ions with the total composition C31H53F8N3O4 at a distorted geometry, with properties calculated with ωB97M-V/def2-TZVPD.

Last columns: bonded neighbours and bond lengths (Å).
CARTESIAN COORDINATES (ANGSTROEM)
1 H 4.051 -2.208 -5.494  N2 1.015
2 N 3.333 -1.614 -5.093  H1 1.015, C3 1.267
3 C 3.858 -0.712 -4.374  N2 1.267, C4 1.499, H38 1.089
4 C 3.003 0.292 -3.661  C3 1.499, C5 1.530, H39 1.082, H40 1.087
5 C 2.189 -0.434 -2.588  C4 1.530, O6 1.424, C8 1.543, H41 1.087
6 O 3.083 -1.257 -1.846  C5 1.424, C7 1.415
7 C 2.668 -2.607 -1.749  O6 1.415, H42 1.088, H43 1.087, H44 1.083
8 C 1.442 0.497 -1.609  C5 1.543, C9 1.513, C15 1.555, O22 1.420
9 C 0.773 1.633 -2.351  C8 1.513, C10 1.556, H45 1.080, H46 1.092
10 C -0.016 2.607 -1.430  C9 1.556, C11 1.545, H47 1.085, H48 1.083
11 C 0.565 4.038 -1.386  C10 1.545, C12 1.530, H49 1.086, H50 1.087
12 C 0.783 4.536 0.044  C11 1.530, C13 1.538, H51 1.088, H52 1.087
13 C -0.528 4.899 0.762  C12 1.538, C14 1.526, H53 1.087, H54 1.085
14 C -0.503 4.485 2.231  C13 1.526, H55 1.088, H56 1.085, H57 1.087
15 C 2.495 1.111 -0.643  C8 1.555, O16 1.415, H58 1.089, H59 1.089
16 O 2.591 0.374 0.561  C15 1.415, C17 1.410
17 C 3.355 1.083 1.510  O16 1.410, C18 1.522, H60 1.091, H61 1.092
18 C 3.557 0.219 2.746  C17 1.522, O19 1.423, H62 1.085, H63 1.086
19 O 4.833 0.499 3.311  C18 1.423, C20 1.416
20 C 5.735 -0.585 3.188  O19 1.416, C21 1.522, H64 1.090, H65 1.091
21 C 7.130 -0.125 3.591  C20 1.522, H66 1.082, H67 1.084, H68 1.083
22 O 0.591 -0.324 -0.823  C8 1.420, C23 1.387
23 C -0.785 -0.333 -0.989  O22 1.387, C24 1.526, C28 1.570, H69 1.088
24 C -1.199 -1.688 -1.554  C23 1.526, F25 1.402, C26 1.522, H70 1.085
25 F -0.606 -1.752 -2.822  C24 1.402
26 C -2.695 -1.916 -1.715  C24 1.522, C27 1.551, H71 1.083, H72 1.082
27 C -3.248 -3.116 -0.904  C26 1.551, H73 1.079, H74 1.081, H75 1.085
28 C -1.447 -0.103 0.417  C23 1.570, F29 1.369, F30 1.370, C31 1.555
29 F -1.938 -1.269 0.939  C28 1.369
30 F -0.503 0.357 1.297  C28 1.370
31 C -2.573 0.969 0.449  C28 1.555, F32 1.355, F33 1.353, C34 1.562
32 F -3.268 1.004 -0.713  C31 1.355
33 F -2.037 2.195 0.652  C31 1.353
34 C -3.596 0.725 1.605  C31 1.562, F35 1.355, F36 1.367, F37 1.347
35 F -2.924 0.539 2.766  C34 1.355
36 F -4.362 1.850 1.725  C34 1.367
37 F -4.414 -0.315 1.353  C34 1.347
38 H 4.940 -0.659 -4.260  C3 1.089
39 H 3.604 1.100 -3.265  C4 1.082
40 H 2.315 0.674 -4.411  C4 1.087
41 H 1.486 -1.084 -3.103  C5 1.087
42 H 1.738 -2.676 -1.188  C7 1.088
43 H 2.563 -3.053 -2.735  C7 1.087
44 H 3.439 -3.127 -1.195  C7 1.083
45 H 1.472 2.209 -2.940  C9 1.080
46 H 0.064 1.213 -3.068  C9 1.092
47 H 0.071 2.224 -0.419  C10 1.085
48 H -1.051 2.646 -1.745  C10 1.083
49 H -0.105 4.736 -1.880  C11 1.086
50 H 1.527 4.080 -1.890  C11 1.087
51 H 1.426 5.412 0.003  C12 1.088
52 H 1.310 3.791 0.634  C12 1.087
53 H -1.341 4.368 0.272  C13 1.087
54 H -0.699 5.967 0.692  C13 1.085
55 H -0.192 3.446 2.305  C14 1.088
56 H 0.206 5.078 2.798  C14 1.085
57 H -1.485 4.573 2.688  C14 1.087
58 H 2.232 2.135 -0.380  C15 1.089
59 H 3.480 1.126 -1.105  C15 1.089
60 H 4.334 1.332 1.098  C17 1.091
61 H 2.844 2.000 1.811  C17 1.092
62 H 3.460 -0.830 2.484  C18 1.085
63 H 2.818 0.484 3.497  C18 1.086
64 H 5.399 -1.414 3.809  C20 1.090
65 H 5.760 -0.925 2.151  C20 1.091
66 H 7.810 -0.177 2.751  C21 1.082
67 H 7.080 0.905 3.926  C21 1.084
68 H 7.528 -0.714 4.408  C21 1.083
69 H -1.208 0.416 -1.657  C23 1.088
70 H -0.722 -2.473 -0.976  C24 1.085
71 H -2.865 -2.132 -2.762  C26 1.083
72 H -3.284 -1.037 -1.491  C26 1.082
73 H -3.786 -3.792 -1.551  C27 1.079
74 H -2.480 -3.640 -0.352  C27 1.081
75 H -3.981 -2.732 -0.203  C27 1.085
76 C -4.411 -6.850 -5.651  C77 1.524, H81 1.090, H82 1.090, H83 1.091
77 C -5.619 -6.186 -5.001  C76 1.524, C78 1.534, H84 1.091, H85 1.091
78 C -5.284 -5.522 -3.660  C77 1.534, C79 1.464, H86 1.090, H87 1.091
79 C -4.791 -6.516 -2.705  C78 1.464, N80 1.144
80 N -4.414 -7.319 -1.983  C79 1.144
81 H -4.017 -7.654 -5.029  C76 1.090
82 H -4.684 -7.282 -6.613  C76 1.090
83 H -3.610 -6.128 -5.821  C76 1.091
84 H -6.405 -6.927 -4.850  C77 1.091
85 H -6.021 -5.425 -5.673  C77 1.091
86 H -6.168 -5.044 -3.237  C78 1.090
87 H -4.520 -4.755 -3.795  C78 1.091
88 C -1.463 2.646 7.548  C89 1.524, H93 1.091, H94 1.090, H95 1.091
89 C -2.041 2.941 6.168  C88 1.524, C90 1.533, H96 1.091, H97 1.091
90 C -1.173 2.395 5.029  C89 1.533, C91 1.463, H98 1.090, H99 1.091
91 C 0.163 2.992 5.045  C90 1.463, N92 1.144
92 N 1.203 3.470 5.057  C91 1.144
93 H -0.491 3.122 7.682  C88 1.091
94 H -2.124 3.023 8.328  C88 1.090
95 H -1.340 1.572 7.700  C88 1.091
96 H -2.160 4.019 6.047  C89 1.091
97 H -3.035 2.499 6.088  C89 1.091
98 H -1.629 2.613 4.063  C90 1.090
99 H -1.069 1.312 5.113  C90 1.091

Computed properties:
* lowest unoccupied orbital energy: 0.02014 Eh
* E_HOMO: -9.24 eV
* HOMO-LUMO gap: 9.793 eV
* F_max: 0.0312 hartree/bohr
* charge: 0
* SMILES: [H]/N=C/C[C@@H](OC)[C@](CCCCCC)(COCCOCC)O[C@@H]([C@H](F)CC)C(F)(F)C(F)(F)C(F)(F)F.CCCC#N.CCCC#N